Computed, not measured: one molecule with the formula C20H22N2O7S in a non-equilibrium geometry, with the ωB97M-V functional and the def2-TZVPD basis.

Its HOMO-LUMO gap is 0.2935 Ha. The SMILES is CCOC(=O)c1[nH]c2ccc(OC)cc2c1NS(=O)(=O)c1ccc(OC)cc1OC. The energy above the lowest of the compared OMol25 structures with the same formula, charge and spin comes out at 125.6 kJ/mol.

Cartesian coordinates (Å):
C -5.5942 -1.6639 0.1749
C -5.2207 -0.1939 0.1409
O -3.8730 -0.0913 -0.3220
C -3.3841 1.1569 -0.4847
O -4.0266 2.1597 -0.2539
C -2.0062 1.1557 -0.9252
N -1.3447 2.3540 -1.1088
C -0.0533 2.1025 -1.4427
C 1.0075 2.9721 -1.6899
C 2.2317 2.4253 -1.9775
C 2.4273 1.0281 -2.0452
O 3.6981 0.6467 -2.3473
C 3.9817 -0.7340 -2.4036
C 1.3818 0.1578 -1.8164
C 0.1312 0.6985 -1.4951
C -1.1204 0.1097 -1.1619
N -1.4004 -1.2375 -1.0461
S -0.3202 -2.3253 -0.3420
O 0.5714 -2.7861 -1.3631
O -1.1443 -3.3049 0.3043
C 0.5366 -1.3087 0.8589
C -0.2642 -0.3775 1.4997
C 0.2690 0.6776 2.2099
C 1.6570 0.8240 2.2620
O 2.3042 1.8488 2.8570
C 1.5453 2.8865 3.4367
C 2.4626 -0.1621 1.7019
C 1.9233 -1.2504 1.0210
O 2.8110 -2.1648 0.5791
C 2.4552 -3.5390 0.5382
H -4.9120 -2.2108 0.8209
H -5.5385 -2.0883 -0.8240
H -6.6069 -1.7741 0.5515
H -5.8709 0.3724 -0.5348
H -5.2877 0.2604 1.1361
H -1.8001 3.2475 -1.0284
H 0.8690 4.0416 -1.6522
H 3.0867 3.0540 -2.1690
H 5.0410 -0.8036 -2.6460
H 3.7917 -1.2213 -1.4432
H 3.3963 -1.2308 -3.1830
H 1.4912 -0.9095 -1.8904
H -2.3580 -1.4260 -0.7806
H -1.3347 -0.4898 1.4315
H -0.3915 1.3809 2.6883
H 2.2719 3.6047 3.8126
H 0.9033 3.3728 2.6965
H 0.9352 2.5214 4.2683
H 3.5332 -0.0850 1.7965
H 2.3626 -3.8724 -0.4954
H 1.5114 -3.7273 1.0523
H 3.2641 -4.0810 1.0336


Computed, not measured: one molecule with the formula C7H14, with the ωB97M-V functional and the def2-TZVPD basis.

Its HOMO-LUMO gap is 0.4167 Ha. The SMILES is CC(C)CC1CC1. The energy above the lowest of the compared OMol25 structures with the same formula, charge and spin comes out at 80.2 kJ/mol.

Cartesian coordinates (Å):
C 1.2991 -0.4934 1.1735
C 0.7955 0.7850 0.5021
C 1.9782 1.6956 0.1670
C -0.0735 0.4670 -0.7283
C -1.4338 -0.0971 -0.3546
C -2.2262 -1.0251 -1.2341
C -1.6526 -1.5319 0.0566
H 1.9322 -1.0616 0.4782
H 1.9003 -0.2645 2.0602
H 0.4736 -1.1381 1.4836
H 0.1568 1.3212 1.2206
H 2.5520 1.9244 1.0735
H 2.6632 1.2119 -0.5412
H 1.6534 2.6457 -0.2724
H -0.2263 1.3893 -1.3084
H 0.4689 -0.2235 -1.3926
H -2.0400 0.6257 0.1917
H -3.3018 -0.8825 -1.2943
H -1.7726 -1.3845 -2.1541
H -0.8182 -2.2258 -0.0105
H -2.3284 -1.7378 0.8836


Computed, not measured: C11H13LuN2O6 as an isolated structure in a non-equilibrium geometry, with the ωB97M-V functional and the def2-TZVPD basis.

The charge is +2. Its HOMO-LUMO gap is 0.2490 Ha. The energy above the lowest of the compared OMol25 structures with the same formula, charge and spin comes out at 0.0 kJ/mol.

Cartesian coordinates (Å):
O -0.0355 2.9976 -4.9569
C -0.0328 2.2364 -4.0997
Lu -0.0936 0.4977 -2.2857
O -0.5318 4.1284 -1.0575
C -0.3610 3.0566 -1.4440
C 0.0150 -0.4674 -4.3374
O -0.0939 -1.4433 -3.5720
C 2.2255 0.9957 -2.6086
O 3.3567 0.9492 -2.8062
C -2.3759 0.8567 -2.6494
O -3.4840 0.8814 -2.9497
H 0.0870 -0.3835 -5.4426
C -1.2479 -2.4955 0.4660
N -0.5505 -1.5819 1.3536
C -0.7040 -1.8272 2.7746
C 0.2123 -0.9505 3.6023
C 0.3174 0.4420 2.9544
N 0.8561 0.2553 1.5894
C 1.7300 1.2974 0.9815
C 0.1245 -0.5689 0.8184
O 0.0151 -0.4187 -0.4669
H -0.5298 -2.9159 -0.2448
H -2.0779 -1.9961 -0.0530
H -1.6677 -3.3096 1.0620
H -1.7478 -1.6599 3.0742
H -0.5770 -2.9088 2.9194
H 1.2121 -1.4213 3.6777
H -0.2107 -0.9178 4.6315
H 0.9833 1.0725 3.5417
H -0.6893 0.9407 3.0087
H 1.2916 2.3042 1.1020
H 2.7008 1.3041 1.5070
H 1.8837 1.0501 -0.0900


Computed, not measured: C22H44O30S7 as an isolated structure in a non-equilibrium geometry, with the ωB97M-V functional and the def2-TZVPD basis.

Its HOMO-LUMO gap is 0.3607 Ha. The energy above the lowest of the compared OMol25 structures with the same formula, charge and spin comes out at 99.2 kJ/mol.

Cartesian coordinates (Å):
C -0.6996 -0.4568 -6.4733
C -1.1160 0.1316 -5.1694
O 0.1609 0.2398 -4.4228
S 1.3043 0.4304 -5.4692
O 2.1143 -0.7489 -5.4916
O 1.9166 1.7003 -5.2514
O 0.3417 0.4388 -6.7568
H -1.4654 -0.2682 -7.2168
H -0.4494 -1.4885 -6.3727
H -1.7405 -0.5907 -4.5795
H -1.5316 1.1035 -5.3862
C 1.4153 -1.7808 6.0479
C 2.0323 -1.8724 4.6443
O 0.9891 -1.5437 3.6698
S -0.4161 -1.4968 4.3814
O -0.9665 -2.7845 4.5010
O -1.0719 -0.3918 3.7951
O 0.1077 -1.1122 5.8578
H 2.0952 -1.1522 6.7019
H 1.1959 -2.7616 6.5134
H 2.3306 -2.8831 4.4148
H 2.7969 -1.0437 4.5657
C 1.4649 3.0700 3.6588
C 1.3862 1.9871 2.6138
O 2.5099 1.1418 2.8076
S 3.6141 1.7771 3.7851
O 4.8752 1.8632 3.1530
O 3.5945 1.1547 5.0864
O 2.9185 3.1903 3.8750
H 0.9435 2.6346 4.5338
H 1.1047 4.0284 3.4934
H 1.3836 2.4544 1.6099
H 0.4213 1.3990 2.6306
C 1.9783 -3.8502 -4.2449
C 1.0868 -4.2870 -5.3888
O -0.1494 -3.5429 -5.1114
S -0.3720 -3.5970 -3.5131
O -1.2332 -4.6774 -3.1324
O -0.7842 -2.2922 -3.0044
O 1.1303 -3.7967 -3.0438
H 2.3056 -2.7923 -4.3735
H 2.8520 -4.4685 -4.1749
H 0.7711 -5.3927 -5.4364
H 1.4767 -3.9003 -6.3391
C -2.2499 0.0470 -0.9404
C -1.3357 -0.2349 0.2820
O -1.1904 1.0775 0.8790
S -1.4539 2.2553 -0.1061
O -0.2175 2.9203 -0.2766
O -2.5765 3.0061 0.3299
O -1.8149 1.3954 -1.3592
H -3.3180 0.0826 -0.7475
H -2.0756 -0.5404 -1.8377
H -0.2956 -0.5755 -0.0100
H -1.7430 -0.8903 1.0037
C -1.9674 6.2435 -0.7184
C -1.3991 7.2757 0.2599
O -2.3336 7.1502 1.4460
S -3.7883 7.1080 0.7349
O -4.0200 8.4049 0.1831
O -4.7072 6.4140 1.6042
O -3.3612 6.0587 -0.3824
H -1.4351 5.2983 -0.4992
H -2.0281 6.5919 -1.7545
H -1.3800 8.2651 -0.0355
H -0.4811 6.8852 0.6826
C -4.4597 3.6891 2.7022
C -5.8274 3.7855 2.0860
O -5.8110 2.6646 1.1744
S -5.2910 1.4172 1.9519
O -4.7319 0.5768 0.9330
O -6.2104 0.9035 2.9078
O -4.2843 2.2434 2.8684
H -4.3856 4.1275 3.7459
H -3.6329 4.0408 2.0951
H -5.9868 4.6794 1.4901
H -6.6587 3.6886 2.8257
C 1.8169 -4.7071 1.1047
C 0.5916 -5.6884 1.2631
C 0.8429 -6.7153 0.0480
O 2.1910 -6.4947 -0.3601
C 2.8699 -5.7001 0.5941
H 2.1113 -4.1365 1.9951
H 1.6115 -3.9211 0.3553
H -0.4693 -5.2704 1.2147
H 0.6467 -6.1639 2.2302
H 0.2190 -6.4581 -0.8090
H 0.6895 -7.7686 0.3931
H 3.7580 -5.1554 0.2018
H 3.1530 -6.3081 1.4566
C 3.8317 0.2250 -0.7506
C 2.4936 -0.3850 -0.2195
C 2.1668 -1.3667 -1.3284
O 2.5597 -0.7786 -2.5277
C 3.7019 0.0578 -2.2715
H 4.5929 -0.5158 -0.3285
H 4.0866 1.2013 -0.3341
H 1.8008 0.3831 -0.3050
H 2.6495 -0.7894 0.7860
H 1.1354 -1.7131 -1.2663
H 2.7853 -2.2528 -1.1317
H 3.4665 1.0058 -2.6917
H 4.5266 -0.4111 -2.8253


Computed, not measured: a 2-piece molecular cluster, C9H14 overall in a non-equilibrium geometry, with the ωB97M-V functional and the def2-TZVPD basis.

Its HOMO-LUMO gap is 0.3702 Ha. The SMILES is Cc1ccccc1.CC. The energy above the lowest of the compared OMol25 structures with the same formula, charge and spin comes out at 50.9 kJ/mol.

Cartesian coordinates (Å):
C -0.2348 1.3592 0.9444
C -0.6481 -0.0312 0.6022
C -1.0967 -0.8666 1.6246
C -1.6248 -2.1210 1.3651
C -1.7703 -2.5522 0.0521
C -1.4389 -1.6690 -0.9722
C -0.8898 -0.4212 -0.7084
H 0.7597 1.4211 1.3921
H -0.8556 1.8682 1.6817
H -0.2790 1.9928 0.0534
H -0.8751 -0.6567 2.6574
H -1.9737 -2.7756 2.1520
H -2.2386 -3.4785 -0.2548
H -1.4220 -2.0671 -1.9851
H -0.6944 0.2390 -1.5272
C 2.8732 2.8689 -1.6900
C 3.1500 1.8092 -0.6411
H 1.7967 3.0517 -1.7754
H 3.2900 3.8546 -1.5039
H 3.1565 2.5283 -2.6888
H 4.1221 1.9036 -0.1617
H 2.9169 0.7768 -0.8755
H 2.5343 2.0558 0.2231


Computed, not measured: a 2-piece molecular cluster, C5H13N overall in a non-equilibrium geometry, with the ωB97M-V functional and the def2-TZVPD basis.

Its HOMO-LUMO gap is 0.3388 Ha. The SMILES is C=CN.CCC. The energy above the lowest of the compared OMol25 structures with the same formula, charge and spin comes out at 215.2 kJ/mol.

Cartesian coordinates (Å):
C 0.5053 -3.4930 0.1126
C -0.8717 -3.5391 -0.2725
N -1.9325 -2.8228 0.2341
H 0.8010 -2.7065 0.7528
H 1.1355 -4.1719 -0.4948
H -1.2008 -4.3014 -1.0542
H -1.9492 -2.3733 1.1974
H -2.4131 -2.2786 -0.5128
C 0.6852 3.5556 0.5051
C 1.1745 2.1358 0.0859
C -0.0396 1.2993 -0.5146
H -0.2251 3.5127 1.1422
H 1.3843 4.2817 0.9813
H 0.3330 3.9677 -0.4913
H 1.9474 2.3360 -0.7682
H 1.6667 1.5448 0.8373
H 0.2939 0.1750 -0.7801
H -0.5534 1.7711 -1.2962
H -0.7413 1.1067 0.3360